Molecular formula: C18H40F5N2O2Si4
Method: DFT, wB97M-V/def2-TZVPD

Last column: Mulliken charge in e.
CARTESIAN COORDINATES (ANGSTROEM)
F1 0.156 -2.442 -2.100  -0.21
C1 0.149 -1.201 -1.609  0.73
F2 -0.501 -1.197 -0.449  -0.27
F3 1.370 -0.780 -1.420  -0.25
C2 -0.604 -0.274 -2.600  0.70
F4 -0.169 -0.518 -3.844  -0.27
F5 -0.355 1.009 -2.277  -0.23
C3 -2.104 -0.490 -2.542  0.36
C4 -2.722 -1.579 -3.110  -0.43
C5 -4.118 -1.691 -2.990  -0.40
N1 -4.853 -0.802 -2.371  -0.85
N2 -4.208 0.231 -1.846  0.58
C6 -2.905 0.438 -1.885  0.05
H1 -2.171 -2.338 -3.648  0.50
H2 -4.648 -2.532 -3.415  0.47
H3 -4.807 0.906 -1.381  0.30
H4 -2.511 1.327 -1.406  -0.04
O1 3.825 -5.569 0.755  -0.48
Si1 3.016 -4.311 0.085  0.49
C7 3.807 -2.691 0.584  -0.87
C8 1.234 -4.341 0.666  -0.68
C9 3.070 -4.475 -1.772  -0.92
Si2 4.248 -6.187 2.229  0.38
C10 5.224 -7.748 1.965  -1.02
C11 2.708 -6.571 3.218  -1.01
C12 5.287 -4.946 3.163  -1.00
H5 3.711 -2.516 1.657  0.30
H6 3.340 -1.853 0.064  0.26
H7 4.871 -2.689 0.338  0.30
H8 0.777 -5.311 0.460  0.30
H9 0.644 -3.576 0.164  0.04
H10 1.168 -4.162 1.741  0.31
H11 2.605 -5.406 -2.102  0.29
H12 4.098 -4.466 -2.136  0.32
H13 2.540 -3.644 -2.242  0.22
H14 4.641 -8.498 1.428  0.29
H15 5.510 -8.170 2.931  0.31
H16 6.135 -7.557 1.396  0.29
H17 2.154 -5.663 3.469  0.29
H18 2.976 -7.067 4.153  0.39
H19 2.039 -7.233 2.664  0.28
H20 4.716 -4.049 3.412  0.29
H21 6.156 -4.640 2.577  0.29
H22 5.646 -5.383 4.097  0.39
O2 -2.743 5.715 -0.398  -0.43
Si3 -1.702 4.543 -0.859  0.43
C13 -1.843 3.064 0.295  -0.85
C14 0.056 5.161 -0.859  -1.03
C15 -2.163 3.965 -2.578  -0.83
Si4 -3.069 6.718 0.881  0.36
C16 -4.545 7.766 0.454  -1.02
C17 -1.593 7.810 1.220  -1.01
C18 -3.445 5.692 2.398  -1.00
H23 -1.507 3.310 1.303  0.42
H24 -1.219 2.238 -0.064  0.23
H25 -2.880 2.721 0.371  0.28
H26 0.152 6.056 -1.476  0.31
H27 0.734 4.401 -1.256  0.40
H28 0.388 5.411 0.150  0.33
H29 -2.099 4.780 -3.299  0.40
H30 -3.187 3.578 -2.609  0.24
H31 -1.480 3.176 -2.904  0.15
H32 -4.356 8.381 -0.427  0.29
H33 -4.774 8.431 1.289  0.31
H34 -5.428 7.155 0.257  0.28
H35 -0.731 7.231 1.558  0.30
H36 -1.835 8.535 1.999  0.39
H37 -1.298 8.362 0.325  0.29
H38 -2.571 5.127 2.729  0.29
H39 -4.254 4.984 2.207  0.27
H40 -3.752 6.340 3.221  0.39

- lowest unoccupied orbital energy (eV) = -5.636
- net charge = +1
- E_tot (Eh) = -2627.21851
- relative energy (zero: lowest compared OMol25 entry of this formula, charge and spin) (kcal/mol) = 1.0
- frontier orbital gap (eV) = 5.98

---

Molecular formula: C18H40IrN5P3Se
Method: DFT, wB97M-V/def2-TZVPD

Last column: Löwdin spin population.
CARTESIAN COORDINATES (ANGSTROEM)
Ir1 0.223 0.574 -0.258  2.08
P1 0.321 -1.335 1.067  0.21
P2 1.082 -0.494 -2.000  0.26
P3 -1.793 1.190 0.561  0.26
H1 -1.045 2.371 -4.152  0.00
C1 -0.850 3.124 -3.374  0.01
C2 -0.277 2.870 -2.183  0.13
H2 -0.155 1.842 -1.737  0.08
C3 -0.870 -2.678 0.638  0.05
C4 1.961 -2.183 1.160  0.03
C5 0.028 -1.089 2.875  0.05
C6 0.757 0.397 -3.545  0.05
C7 2.909 -0.560 -1.922  0.07
C8 0.721 -2.230 -2.372  0.04
C9 -2.650 2.392 -0.456  0.05
C10 -1.461 2.044 2.131  0.07
C11 -3.072 -0.049 0.871  0.04
H3 -1.204 4.153 -3.604  0.01
H4 -0.071 3.695 -1.486  0.01
H5 -0.764 -3.487 1.375  0.01
H6 -0.677 -3.075 -0.365  0.00
H7 -1.898 -2.302 0.677  0.00
H8 2.079 -2.717 2.117  0.01
H9 2.762 -1.437 1.120  0.00
H10 2.073 -2.897 0.333  0.00
H11 0.319 -1.994 3.430  0.01
H12 -1.027 -0.879 3.097  0.00
H13 0.656 -0.270 3.258  0.00
H14 1.448 0.067 -4.333  0.01
H15 0.871 1.480 -3.419  0.00
H16 -0.295 0.210 -3.801  0.00
H17 3.316 -0.884 -2.891  0.01
H18 3.289 -1.223 -1.126  0.00
H19 3.197 0.476 -1.698  0.00
H20 1.325 -2.497 -3.254  0.01
H21 -0.351 -2.384 -2.571  0.00
H22 1.031 -2.853 -1.523  0.00
H23 -3.429 2.946 0.076  0.01
H24 -3.055 1.857 -1.320  0.00
H25 -1.906 3.104 -0.815  0.00
H26 -2.385 2.475 2.526  0.01
H27 -0.745 2.858 1.978  0.00
H28 -1.061 1.327 2.855  0.00
H29 -3.986 0.439 1.229  0.01
H30 -2.744 -0.760 1.633  0.00
H31 -3.325 -0.587 -0.049  0.00
C12 -4.051 -0.765 -3.412  0.25
C13 -3.394 0.461 -3.642  0.08
C14 -4.078 1.536 -4.207  0.08
C15 -5.413 1.423 -4.607  0.27
C16 -6.009 0.159 -4.511  0.06
C17 -5.323 -0.936 -3.961  0.05
Se1 -3.076 -2.275 -2.718  0.18
H32 -3.714 -2.366 -1.372  0.02
H33 -2.325 0.496 -3.442  0.00
H34 -3.547 2.463 -4.419  0.00
H35 -5.864 2.267 -5.149  0.01
H36 -7.011 -0.003 -4.900  0.00
H37 -5.750 -1.934 -4.003  0.00
N1 4.776 3.259 0.320  0.11
N2 3.772 2.395 0.705  0.09
N3 3.308 2.460 1.997  0.00
C18 2.116 1.900 1.875  0.07
N4 1.780 1.636 0.566  0.20
N5 2.816 2.068 -0.191  -0.04
H38 5.246 2.977 -0.537  0.00
H39 5.416 3.454 1.086  0.00
H40 1.513 1.696 2.750  0.00

- lowest unoccupied orbital energy (alpha / beta) (eV) = -11.507 / -15.701
- 2S+1 = 6
- net charge = +4
- E_tot (Eh) = -4511.66381
- relative energy (zero: lowest compared OMol25 entry of this formula, charge and spin) (kcal/mol) = 16.6
- expectation value of S² = 8.799
- frontier orbital gap (alpha / beta) (eV) = 7.43 / 4.89

---

Molecular formula: C18H40N5OsP3S
Method: DFT, wB97M-V/def2-TZVPD

Last column: Löwdin spin population.
CARTESIAN COORDINATES (ANGSTROEM)
Os1 0.462 0.363 -0.166  1.48
P1 1.957 -1.344 -0.480  0.06
P2 1.327 1.415 -2.196  0.02
P3 -0.185 -0.503 1.933  0.04
H1 -1.332 1.475 -1.951  0.02
C1 -1.353 1.359 -0.863  0.15
C2 -0.605 2.251 -0.011  0.09
H2 -0.053 3.098 -0.443  0.00
C3 1.303 -2.740 -1.446  0.04
C4 3.585 -0.964 -1.259  0.00
C5 2.714 -2.171 0.976  0.00
C6 0.573 2.910 -2.986  0.00
C7 3.017 2.172 -2.064  0.00
C8 1.417 0.291 -3.660  0.02
C9 -1.484 0.487 2.771  0.00
C10 1.041 -0.479 3.323  0.01
C11 -0.689 -2.280 2.013  0.03
H3 -2.312 1.024 -0.428  0.04
H4 -1.003 2.396 1.000  0.00
H5 2.055 -3.540 -1.502  0.01
H6 1.048 -2.394 -2.455  0.00
H7 0.400 -3.117 -0.952  0.00
H8 4.142 -1.902 -1.392  0.00
H9 4.131 -0.312 -0.564  0.00
H10 3.492 -0.467 -2.227  0.00
H11 3.363 -2.979 0.614  0.00
H12 1.952 -2.590 1.637  0.00
H13 3.322 -1.428 1.510  0.00
H14 0.968 2.987 -4.009  0.00
H15 0.849 3.822 -2.441  0.00
H16 -0.514 2.846 -3.036  0.00
H17 3.362 2.483 -3.061  0.00
H18 3.750 1.491 -1.631  0.00
H19 2.956 3.060 -1.421  0.00
H20 1.544 0.864 -4.590  0.00
H21 0.479 -0.275 -3.723  0.00
H22 2.241 -0.423 -3.569  0.00
H23 -2.001 -0.159 3.494  0.00
H24 -2.212 0.897 2.065  0.00
H25 -1.003 1.315 3.314  0.00
H26 0.600 -0.976 4.198  0.00
H27 1.276 0.556 3.590  0.00
H28 1.963 -0.997 3.054  0.00
H29 -1.595 -2.396 2.634  0.00
H30 0.112 -2.899 2.454  0.00
H31 -0.914 -2.655 1.004  0.01
C12 -4.747 -1.208 -0.259  0.10
C13 -5.308 -2.472 -0.528  0.28
C14 -6.695 -2.656 -0.470  0.25
C15 -7.545 -1.573 -0.196  0.01
C16 -6.999 -0.284 -0.090  0.18
C17 -5.608 -0.091 -0.149  0.31
S1 -3.042 -1.111 0.173  0.65
H32 -2.263 -1.069 -0.972  0.03
H33 -4.633 -3.296 -0.711  0.01
H34 -7.113 -3.652 -0.617  0.01
H35 -8.633 -1.720 -0.070  0.00
H36 -7.664 0.583 0.058  0.00
H37 -5.161 0.900 -0.075  0.01
N1 4.984 1.647 2.605  0.02
N2 3.878 1.881 1.812  0.03
N3 3.079 2.946 2.149  0.00
C18 1.947 2.592 1.559  0.02
N4 1.997 1.376 0.933  0.05
N5 3.241 0.882 1.188  0.00
H38 5.594 0.959 2.175  0.00
H39 5.450 2.527 2.799  0.00
H40 1.094 3.260 1.634  0.00

- lowest unoccupied orbital energy (alpha / beta) (eV) = -12.498 / -16.858
- 2S+1 = 5
- net charge = +4
- E_tot (Eh) = -2494.82532
- relative energy (zero: lowest compared OMol25 entry of this formula, charge and spin) (kcal/mol) = 44.4
- expectation value of S² = 6.036
- frontier orbital gap (alpha / beta) (eV) = 7.21 / 3.28

---

Molecular formula: C18H40OP2PbSi
Method: DFT, wB97M-V/def2-TZVPD

Last column: Mulliken charge in e.
CARTESIAN COORDINATES (ANGSTROEM)
P1 0.602 -1.605 -4.090  0.76
P2 1.259 1.825 -3.365  1.00
C1 0.934 -0.175 -5.258  -0.57
C2 1.950 0.862 -4.816  -1.30
H1 -0.064 0.258 -5.376  -0.05
H2 1.213 -0.640 -6.200  0.73
H3 2.916 0.408 -4.552  0.57
H4 2.082 1.597 -5.617  0.48
C3 0.203 2.869 -4.510  -1.84
H5 -0.421 3.493 -3.852  0.58
H6 -0.399 2.240 -5.182  0.19
H7 0.926 3.479 -5.084  0.61
C4 2.181 3.354 -2.904  -1.22
H8 1.461 4.179 -3.110  0.39
H9 3.085 3.560 -3.518  0.35
H10 2.428 3.399 -1.849  0.44
C5 0.199 -2.811 -5.460  -1.64
H11 -0.063 -3.831 -5.132  0.44
H12 1.108 -2.896 -6.075  0.54
H13 -0.604 -2.476 -6.132  0.41
C6 2.238 -2.341 -3.790  -1.14
H14 2.908 -1.525 -3.465  0.26
H15 2.681 -2.851 -4.657  0.52
H16 2.070 -3.063 -2.971  0.34
Pb1 2.433 0.131 -1.649  1.24
C7 -2.506 1.213 -3.397  0.17
C8 -2.941 1.131 -4.657  -0.75
C9 -4.022 0.249 -5.168  -0.77
C10 -4.094 -1.099 -4.435  -0.99
C11 -2.879 -1.942 -4.470  -0.42
C12 -1.991 -1.980 -3.469  -0.72
C13 -2.004 -1.150 -2.201  0.10
C14 -2.650 0.285 -2.192  -1.14
C15 2.412 -1.838 -0.675  -1.02
H17 -1.799 2.029 -3.126  0.34
H18 -2.553 1.943 -5.314  0.45
H19 -3.889 0.068 -6.240  0.37
H20 -4.987 0.743 -4.998  0.37
H21 -4.454 -0.916 -3.403  0.46
H22 -4.844 -1.708 -4.961  0.46
H23 -2.734 -2.601 -5.354  0.52
H24 -1.369 -2.900 -3.328  1.10
H25 -0.965 -1.085 -1.822  -0.40
H26 -2.560 -1.758 -1.458  0.47
H27 -3.677 0.237 -1.794  0.51
H28 -2.110 0.853 -1.406  0.39
H29 3.460 -2.165 -0.890  0.56
H30 1.688 -2.435 -1.258  0.14
H31 2.144 -1.796 0.396  0.21
C16 2.629 -0.009 2.885  -1.11
Si1 1.289 0.770 1.776  0.32
C17 -0.195 -0.374 1.935  -1.01
C18 0.885 2.462 2.504  -1.08
O1 1.701 1.031 0.241  -0.52
H32 2.327 0.141 3.938  0.34
H33 3.619 0.453 2.734  0.34
H34 2.730 -1.094 2.714  0.31
H35 -0.307 -0.736 2.965  0.38
H36 -1.114 0.159 1.663  0.30
H37 -0.115 -1.248 1.282  0.26
H38 1.532 3.230 2.051  0.28
H39 -0.158 2.725 2.277  0.31
H40 1.024 2.468 3.595  0.34

- lowest unoccupied orbital energy (alpha / beta) (eV) = -9.995 / -9.338
- net charge = +2
- E_tot (Eh) = -1949.39072
- relative energy (zero: lowest compared OMol25 entry of this formula, charge and spin) (kcal/mol) = 44.8
- frontier orbital gap (alpha / beta) (eV) = 4.12 / 4.76

---

Molecular formula: C18H41BrO31P3S7
Method: DFT, wB97M-V/def2-TZVPD

Last column: Mulliken charge in e.
CARTESIAN COORDINATES (ANGSTROEM)
C1 -0.448 -5.393 -2.488  -0.60
C2 -0.255 -4.432 -3.778  -0.58
P1 -0.772 -2.624 -3.524  0.06
C3 -0.241 -1.927 -1.842  -0.20
C4 1.408 -1.985 -1.825  -0.49
P2 -2.871 -2.269 -3.962  0.04
Br1 -3.148 0.012 -3.852  0.01
P3 -4.284 -3.106 -2.526  1.02
O1 -5.300 -3.977 -3.329  -0.61
O2 -5.222 -1.798 -1.860  -0.46
O3 -3.572 -3.903 -1.195  -0.36
H1 -0.453 -6.495 -2.886  0.36
H2 0.430 -5.286 -1.722  0.14
H3 -1.440 -5.253 -1.917  0.15
H4 -0.736 -4.876 -4.749  0.41
H5 0.896 -4.417 -4.004  0.33
H6 -0.504 -0.791 -1.841  0.30
H7 -0.704 -2.448 -0.922  0.32
H8 1.837 -2.129 -0.753  -0.12
H9 1.879 -1.020 -2.296  0.24
H10 1.743 -2.851 -2.540  0.28
H11 -3.275 -2.682 -5.276  0.29
H12 -6.178 -1.967 -2.072  0.31
H13 -3.554 -3.308 -0.392  0.36
C5 2.786 0.256 3.385  -0.43
C6 1.274 0.228 3.560  -0.37
O4 0.746 0.287 2.235  -0.18
S1 1.769 -0.467 1.223  1.23
O5 1.289 -1.811 1.018  -0.75
O6 2.080 0.425 0.143  -0.52
O7 3.047 -0.533 2.224  -0.33
H14 3.142 1.272 3.194  0.30
H15 3.309 -0.155 4.251  0.32
H16 0.909 1.063 4.159  0.34
H17 0.946 -0.714 4.013  0.30
C7 -4.945 0.755 2.186  -0.41
C8 -6.015 -0.285 2.489  -0.03
O8 -5.464 -1.526 2.039  -0.38
S2 -3.852 -1.488 2.235  1.01
O9 -3.532 -2.152 3.467  -0.59
O10 -3.235 -1.829 0.980  -0.47
O11 -3.701 0.112 2.467  -0.23
H18 -4.954 1.033 1.128  0.21
H19 -5.057 1.651 2.796  0.46
H20 -6.956 -0.074 1.979  0.37
H21 -6.194 -0.364 3.566  0.14
C9 4.569 2.001 -1.436  -0.14
C10 3.702 3.235 -1.224  -0.28
O12 4.404 4.022 -0.263  -0.33
S3 6.004 3.797 -0.461  1.07
O13 6.514 4.879 -1.262  -0.35
O14 6.569 3.421 0.807  -0.61
O15 5.916 2.472 -1.400  -0.34
H22 4.438 1.283 -0.621  0.18
H23 4.362 1.510 -2.389  0.30
H24 2.704 2.985 -0.861  0.30
H25 3.619 3.821 -2.145  0.26
C11 6.618 7.373 -5.760  -0.34
C12 6.064 5.993 -6.094  -0.33
O16 6.747 5.096 -5.220  -0.35
S4 7.073 5.864 -3.822  1.14
O17 6.055 5.519 -2.868  -0.44
O18 8.475 5.729 -3.548  -0.56
O19 6.791 7.380 -4.344  -0.33
H26 7.597 7.527 -6.224  0.29
H27 5.942 8.174 -6.065  0.31
H28 6.232 5.719 -7.136  0.32
H29 4.994 5.934 -5.871  0.26
C13 -3.545 5.300 -1.059  -0.41
C14 -4.105 3.921 -1.382  -0.32
O20 -3.413 3.026 -0.511  -0.15
S5 -3.071 3.800 0.879  0.99
O21 -4.082 3.460 1.843  -0.50
O22 -1.667 3.663 1.140  -0.51
O23 -3.357 5.311 0.356  -0.30
H30 -2.571 5.452 -1.533  0.30
H31 -4.223 6.101 -1.359  0.32
H32 -3.948 3.642 -2.425  0.28
H33 -5.172 3.864 -1.147  0.28
C15 4.332 -5.309 0.359  -0.26
C16 4.674 -6.785 0.509  -0.36
O24 3.883 -7.452 -0.474  -0.33
S6 3.697 -6.472 -1.757  1.01
O25 4.671 -6.836 -2.747  -0.55
O26 2.294 -6.364 -2.046  -0.45
O27 4.187 -5.095 -1.046  -0.28
H34 3.378 -5.074 0.839  0.22
H35 5.111 -4.661 0.764  0.34
H36 4.449 -7.165 1.507  0.31
H37 5.728 -6.971 0.279  0.30
C17 -6.059 -1.437 7.965  -0.30
C18 -5.211 -0.296 8.512  -0.34
O28 -5.108 0.637 7.437  -0.31
S7 -6.471 0.579 6.553  0.93
O29 -7.331 1.645 6.982  -0.56
O30 -6.111 0.372 5.177  -0.44
O31 -7.053 -0.814 7.152  -0.33
H38 -5.465 -2.100 7.329  0.27
H39 -6.527 -2.021 8.760  0.32
H40 -4.222 -0.628 8.830  0.32
H41 -5.712 0.204 9.346  0.30

- lowest unoccupied orbital energy (eV) = -4.882
- net charge = +1
- E_tot (Eh) = -9427.77315
- frontier orbital gap (eV) = 5.65

---

Molecular formula: C18H41ClIN4O10
Method: DFT, wB97M-V/def2-TZVPD

Last column: Mulliken charge in e.
CARTESIAN COORDINATES (ANGSTROEM)
C1 3.721 -3.953 1.386  -0.24
C2 3.286 -2.876 1.115  -0.43
N1 2.505 -1.855 0.660  0.55
C3 2.928 -0.898 -0.264  -0.46
I1 4.768 -0.737 -1.159  0.37
C4 1.858 -0.102 -0.456  0.76
C5 1.775 1.099 -1.343  -1.76
C6 2.186 2.310 -0.508  0.82
O1 2.854 2.180 0.467  -0.45
Cl1 1.639 3.889 -1.006  -0.14
N2 0.809 -0.568 0.319  0.80
N3 -0.474 -0.035 0.387  -1.04
C7 -1.516 -1.013 -0.008  -0.45
C8 -2.632 -0.380 -0.807  -0.94
C9 -3.426 0.669 -0.035  -0.81
C10 1.232 -1.621 1.010  0.83
C11 0.472 -2.432 2.014  -0.81
O2 1.236 -2.709 3.161  -0.29
N4 1.289 -1.472 3.961  0.34
O3 1.085 -1.699 5.065  -0.31
H1 4.047 -4.909 1.705  0.49
H2 2.468 0.942 -2.167  0.40
H3 0.745 1.202 -1.675  0.40
H4 -0.519 0.798 -0.183  0.21
H5 -1.097 -1.858 -0.557  0.30
H6 -1.946 -1.431 0.899  0.36
H7 -2.264 -0.019 -1.769  0.38
H8 -3.321 -1.189 -1.044  0.39
H9 -2.830 1.543 0.212  0.34
H10 -4.290 0.954 -0.618  0.40
H11 -3.802 0.219 0.883  0.05
H12 0.050 -3.330 1.578  0.36
H13 -0.377 -1.813 2.303  0.51
C12 3.534 -5.317 -2.240  -0.56
O4 4.089 -4.085 -2.693  -0.44
H14 3.697 -6.060 -3.015  0.26
H15 4.026 -5.649 -1.322  0.22
H16 2.459 -5.218 -2.063  0.25
H17 3.947 -3.425 -2.009  0.26
C13 -6.092 2.580 1.678  -0.19
O5 -5.392 2.823 0.455  -0.48
H18 -5.919 1.543 1.963  -0.04
H19 -5.716 3.239 2.464  0.28
H20 -7.159 2.745 1.541  0.22
H21 -5.550 3.739 0.211  0.26
C14 4.291 -0.882 -5.039  -0.19
O6 3.041 -0.467 -4.470  -0.46
H22 4.926 -0.011 -5.158  -0.09
H23 4.782 -1.598 -4.375  0.16
H24 4.120 -1.341 -6.014  0.34
H25 2.499 -1.255 -4.377  0.27
C15 -6.526 -1.417 3.449  -0.63
O7 -5.296 -1.213 2.751  -0.45
H26 -7.239 -1.845 2.750  0.23
H27 -6.385 -2.106 4.284  0.27
H28 -6.917 -0.469 3.825  0.28
H29 -4.674 -0.835 3.378  0.28
C16 6.967 1.716 -6.184  -0.59
O8 7.304 0.717 -5.221  -0.49
H30 5.977 2.095 -5.942  0.21
H31 7.681 2.541 -6.152  0.30
H32 6.949 1.291 -7.191  0.28
H33 8.179 0.390 -5.444  0.29
C17 -9.638 5.002 2.855  -0.54
O9 -8.343 4.817 2.282  -0.44
H34 -9.928 4.069 3.329  0.21
H35 -9.618 5.793 3.608  0.25
H36 -10.369 5.253 2.083  0.27
H37 -8.092 5.645 1.865  0.27
C18 4.967 1.314 3.617  -0.51
O10 3.623 1.752 3.448  -0.49
H38 5.241 1.469 4.657  0.25
H39 5.063 0.248 3.381  0.19
H40 5.646 1.889 2.982  0.25
H41 3.386 1.614 2.528  0.34

- lowest unoccupied orbital energy (eV) = -3.047
- net charge = +1
- E_tot (Eh) = -2439.18828
- frontier orbital gap (eV) = 8.83